42
Properties=species:S:1:pos:R:3:nbo_charge:R:1 method="wB97M-V/def2-TZVPD" e_homo_ev=-7.649 fmax_ev_per_a=3.15 e_above_lowest_kcal_mol=76.3 lumo_energy_ev=0.78 orbital_gap_ev=8.4254 energy_ha=-845.67980
C 2.2820 1.2912 -3.2581 -0.402
N 3.1293 0.5693 -2.2879 -0.458
C 4.4822 0.2209 -2.7445 -0.410
C 2.4477 -0.4347 -1.4396 -0.220
C 3.0438 -0.5255 -0.0494 -0.207
N 2.1647 -1.3527 0.8177 -0.377
C 2.3897 -2.7076 1.1114 -0.028
C 1.3300 -3.1624 1.8269 -0.288
C 0.3886 -2.0914 1.9953 -0.116
C -0.8865 -1.9914 2.5665 -0.180
C -1.5709 -0.7667 2.4597 -0.240
C -1.0210 0.3705 1.8738 0.013
C -1.7019 1.7116 1.9062 -0.005
C -1.3396 2.7486 1.0706 -0.219
C -1.9490 4.1500 1.2428 -0.099
O -3.1956 4.1810 1.9872 -0.522
C -3.0192 3.4871 3.2118 -0.056
C -2.7775 1.9760 2.9454 -0.470
C 0.2402 0.2129 1.3273 -0.263
C 0.9427 -1.0029 1.3725 0.205
H 2.6884 2.3023 -3.3928 0.196
H 2.2435 0.7645 -4.1931 0.169
H 1.2624 1.3980 -2.8593 0.202
H 4.9739 1.1565 -3.0501 0.205
H 4.4221 -0.5088 -3.5841 0.166
H 5.0308 -0.1871 -1.8972 0.196
H 1.4051 -0.1685 -1.3344 0.204
H 2.4853 -1.4103 -1.9383 0.169
H 4.0041 -0.9831 -0.1518 0.204
H 3.1604 0.4882 0.3895 0.213
H 3.2852 -3.3094 0.8734 0.223
H 1.1787 -4.1709 2.2069 0.219
H -1.2948 -2.8637 3.0250 0.212
H -2.5232 -0.7225 2.9385 0.205
H -0.5350 2.6417 0.3780 0.200
H -2.1402 4.5729 0.2657 0.198
H -1.2069 4.7594 1.7864 0.173
H -2.1392 3.8818 3.7785 0.157
H -3.9039 3.6703 3.8085 0.195
H -2.4930 1.4631 3.8685 0.217
H -3.7028 1.5286 2.6000 0.217
H 0.6445 1.0387 0.7720 0.201